[1]
49
Properties=species:S:1:pos:R:3:forces:R:3 method="wB97M-V/def2-TZVPD" largest_force_ev_per_a=1.18 relative_energy_kcal_mol=0.0 smiles=C[NH+](C)CCCn1c(SCc2c(Cl)cccc2Cl)nnc1-c1ccncc1 homo_ev=-11.60 total_charge=+1
C 2.3531 0.5428 -3.2977 0.78 -0.29 0.10
N 0.9441 0.9644 -3.2556 -0.28 -0.19 0.24
C 0.2642 0.6369 -4.5211 -0.43 -0.22 -0.71
C 0.7711 2.4097 -2.9382 0.01 0.74 0.36
C 1.2520 2.8527 -1.5558 -0.16 -0.21 0.12
C 0.3719 2.3976 -0.3831 0.21 0.67 -0.09
N 0.4699 0.9814 -0.1575 -0.08 -0.97 0.22
C -0.3382 0.0265 -0.7330 -0.33 0.39 -0.02
S -1.8235 0.4262 -1.5688 0.13 -0.01 -0.24
C -3.0446 -0.6703 -0.7243 -0.09 0.02 -0.11
C -2.4815 -1.2812 0.5061 -0.19 -0.13 0.17
C -2.1515 -2.6376 0.5639 -0.09 0.22 0.41
Cl -2.4193 -3.6562 -0.7971 0.01 -0.18 -0.17
C -1.6018 -3.1954 1.7075 -0.02 -0.03 -0.11
C -1.3538 -2.4007 2.8106 -0.03 0.06 -0.11
C -1.6525 -1.0498 2.7801 0.03 0.09 -0.03
C -2.2053 -0.5070 1.6344 0.01 -0.33 0.03
Cl -2.5358 1.1954 1.5998 -0.09 0.17 0.13
N 0.1533 -1.1677 -0.5292 -0.57 -0.10 -0.86
N 1.2654 -1.0316 0.1892 0.97 -0.15 0.66
C 1.4687 0.2411 0.4227 -0.32 0.15 -0.25
C 2.6039 0.7628 1.1707 0.45 0.23 0.24
C 2.4614 1.7513 2.1420 0.11 -0.15 -0.14
C 3.5988 2.1767 2.8128 -0.34 0.14 0.02
N 4.8038 1.6931 2.5782 0.44 0.18 0.30
C 4.9353 0.7357 1.6785 -0.03 -0.25 -0.27
C 3.8726 0.2306 0.9454 -0.20 0.16 0.06
H 2.8858 1.1103 -4.0594 -0.13 0.06 -0.02
H 2.8355 0.6974 -2.3355 -0.13 0.05 0.03
H 2.4134 -0.5172 -3.5374 -0.14 0.03 0.00
H 0.4602 0.4212 -2.5164 0.30 0.04 -0.30
H -0.7963 0.8672 -4.4413 0.07 0.04 0.11
H 0.3715 -0.4243 -4.7360 0.06 0.01 0.11
H 0.6990 1.2106 -5.3377 0.10 0.06 0.10
H -0.2946 2.6337 -3.0247 0.05 -0.10 -0.14
H 1.3108 2.9743 -3.7024 -0.08 -0.16 -0.06
H 2.2838 2.5465 -1.3753 0.04 0.09 0.01
H 1.2418 3.9434 -1.5600 0.05 0.01 -0.08
H 0.6854 2.9273 0.5166 -0.11 -0.05 -0.09
H -0.6793 2.6271 -0.5796 0.09 0.00 0.13
H -3.3365 -1.4263 -1.4498 -0.04 0.13 0.14
H -3.8795 -0.0046 -0.5033 0.02 -0.08 0.01
H -1.3588 -4.2454 1.7228 0.01 -0.10 -0.03
H -0.9181 -2.8317 3.6975 0.04 -0.06 0.09
H -1.4548 -0.4203 3.6332 -0.01 0.07 0.06
H 1.4929 2.1501 2.4022 -0.09 0.05 0.04
H 3.5394 2.9407 3.5756 -0.10 0.07 0.06
H 5.9384 0.3578 1.5378 0.06 -0.09 -0.08
H 4.0090 -0.5617 0.2267 0.04 -0.10 -0.06

---

[2]
18
Properties=species:S:1:pos:R:3:forces:R:3 method="wB97M-V/def2-TZVPD" largest_force_ev_per_a=0.33 relative_energy_kcal_mol=13.6 smiles="CC(C)N(C)C=O" homo_ev=-9.30
C -0.9301 -1.4878 -0.1975 0.02 -0.05 0.00
C -0.6098 -0.0103 -0.4127 -0.11 -0.02 -0.05
C -1.6144 0.8689 0.3444 -0.02 0.04 0.01
N 0.7810 0.3319 -0.0494 0.02 0.23 -0.06
C 1.7301 -0.6417 0.4538 0.09 -0.08 0.07
C 1.2269 1.5624 -0.4213 -0.07 0.02 -0.04
O 0.5559 2.4134 -0.9761 0.20 -0.25 0.08
H -0.9814 -1.7355 0.8694 0.06 0.04 -0.16
H -1.9150 -1.6977 -0.6277 0.14 0.06 0.08
H -0.2118 -2.1594 -0.6769 -0.11 0.12 0.02
H -0.7034 0.2168 -1.4822 0.01 0.00 0.12
H -1.2181 1.8752 0.4825 -0.10 -0.13 -0.03
H -2.5400 0.9585 -0.2343 0.10 -0.07 0.11
H -1.8621 0.4392 1.3220 0.10 0.04 -0.11
H 1.4157 -1.0630 1.4137 0.00 0.05 -0.14
H 1.8969 -1.4627 -0.2536 -0.05 0.12 0.11
H 2.6902 -0.1393 0.6048 -0.16 -0.08 0.01
H 2.2894 1.7309 -0.1587 -0.12 -0.02 -0.03

---

[3]
115
Properties=species:S:1:pos:R:3:forces:R:3 method="wB97M-V/def2-TZVPD" largest_force_ev_per_a=2.59 relative_energy_kcal_mol=0.0 homo_ev=-9.41 total_charge=+1
Sr 0.3306 0.2950 0.7195 -1.40 1.93 -1.03
C -1.4917 0.5118 4.0229 -0.01 -0.01 -0.02
C -0.3724 0.3748 5.0351 0.08 -0.01 -0.01
C -0.6863 -0.6156 6.1436 -0.03 0.01 0.01
C 0.9707 -0.8436 3.1940 0.25 -0.40 0.54
C 0.2451 -1.9268 2.5973 0.09 -0.20 -0.01
C 0.7525 -2.4674 1.4607 -0.26 -0.46 0.28
C 0.2109 -3.8332 1.0425 0.08 0.17 -0.05
C -1.2867 -4.0090 1.3065 0.02 -0.04 -0.05
C 0.9715 -4.9254 1.8052 0.03 -0.07 0.00
C 1.9611 -1.9001 0.8214 0.75 -0.07 0.06
C 2.7562 -0.9993 1.4965 0.24 -0.38 0.02
C 2.3716 -0.5153 2.8385 0.10 -0.11 0.44
C 4.1558 -0.5004 1.1420 -0.13 -0.01 -0.01
C 4.4170 -0.2153 -0.3265 -0.01 0.01 0.03
C 5.2401 -1.4026 1.7464 -0.02 0.03 0.02
C 2.4563 -2.5817 -0.4380 -0.14 0.05 -0.04
C 3.3554 -3.6229 -0.2068 0.07 0.02 0.00
C 3.9005 -4.3695 -1.2361 0.01 -0.02 -0.01
C 3.5318 -4.0919 -2.5410 -0.02 0.00 0.03
C 2.6233 -3.0762 -2.7833 0.02 0.01 -0.09
C 2.0640 -2.2986 -1.7657 0.04 0.07 0.01
P 0.9329 -0.8918 -2.2017 0.07 -0.14 0.00
C 1.7197 0.0446 -3.6458 -0.05 0.07 0.03
C 3.1827 0.3606 -3.3243 -0.01 0.02 -0.05
C 0.9808 1.3956 -3.7085 0.01 0.05 -0.02
C 1.6598 -0.6022 -5.0335 0.02 -0.05 -0.07
C -0.6077 -1.7459 -2.8954 0.01 0.00 -0.08
C -1.4535 -2.0907 -1.6733 -0.19 0.08 0.04
C -0.3559 -3.0368 -3.6762 -0.02 -0.06 -0.01
C -1.4372 -0.7895 -3.7612 -0.07 -0.04 -0.04
H -2.3543 0.9492 4.5238 0.01 0.01 0.00
H -1.8018 -0.4575 3.6270 0.01 0.00 0.00
H -1.2045 1.1834 3.2129 -0.01 0.00 0.01
H -0.1552 1.3579 5.4568 -0.01 0.00 0.00
H -0.8743 -1.6123 5.7393 0.00 0.01 -0.01
H -1.5796 -0.2935 6.6770 0.00 -0.01 0.01
H 0.1256 -0.6837 6.8695 0.00 0.00 0.00
H -0.5726 -2.3984 3.1240 0.01 -0.01 0.01
H 0.4198 -3.9763 -0.0174 -0.08 0.01 -0.08
H -1.4822 -4.1713 2.3684 0.00 0.01 0.00
H -1.6515 -4.8930 0.7827 0.01 0.00 0.01
H -1.8805 -3.1565 0.9787 0.00 0.05 -0.05
H 0.8144 -4.8138 2.8802 -0.02 0.00 0.00
H 2.0427 -4.9011 1.6149 -0.07 0.00 0.01
H 0.6002 -5.9071 1.5073 0.01 -0.01 0.01
H 3.1626 -0.5824 3.5923 0.01 -0.05 -0.04
H 4.2180 0.4637 1.6556 0.03 0.02 -0.03
H 4.5284 -1.1194 -0.9221 0.00 -0.03 0.00
H 5.3362 0.3650 -0.4204 0.00 0.00 0.00
H 3.6069 0.3833 -0.7385 0.04 -0.04 0.06
H 5.3310 -2.3322 1.1887 -0.01 -0.06 -0.04
H 5.0488 -1.6466 2.7930 -0.01 0.00 -0.01
H 6.2004 -0.8888 1.6957 0.00 -0.01 0.00
H 3.6379 -3.8440 0.8136 0.06 0.04 0.00
H 4.6049 -5.1614 -1.0167 0.00 0.00 0.00
H 3.9394 -4.6634 -3.3642 0.00 0.01 0.00
H 2.3317 -2.8842 -3.8053 0.06 -0.01 0.07
H 3.2641 1.0430 -2.4792 -0.02 -0.01 -0.06
H 3.6177 0.8684 -4.1884 0.01 0.01 0.00
H 3.7792 -0.5305 -3.1261 -0.02 0.00 0.00
H 1.0008 1.9078 -2.7438 0.00 -0.02 -0.01
H -0.0534 1.2970 -4.0354 0.07 0.02 0.00
H 1.4929 2.0352 -4.4321 0.00 0.00 0.00
H 2.3065 -1.4736 -5.1275 0.01 0.02 0.01
H 2.0225 0.1333 -5.7563 0.01 0.00 -0.01
H 0.6533 -0.8816 -5.3399 0.24 0.00 0.00
H -0.9190 -2.7621 -1.0137 0.11 -0.14 0.18
H -2.3723 -2.5973 -1.9837 0.02 -0.04 -0.01
H -1.7454 -1.1876 -1.1290 0.06 -0.04 -0.03
H 0.1136 -3.8029 -3.0568 -0.02 0.03 -0.01
H 0.2622 -2.8878 -4.5606 -0.03 0.01 0.01
H -1.3182 -3.4322 -4.0134 -0.01 0.01 0.00
H -1.6292 0.1544 -3.2530 -0.05 0.01 0.07
H -2.4013 -1.2683 -3.9558 -0.01 0.02 0.01
H -0.9803 -0.5824 -4.7282 -0.18 0.01 0.16
S 1.5918 2.7821 -0.1223 -0.07 -0.05 0.10
C 0.4967 3.5255 0.9976 0.28 -0.17 -0.17
N -0.5853 2.9943 1.5052 0.20 -0.05 0.09
C -1.2299 3.8945 2.3461 -0.09 -0.09 -0.12
C -2.4477 3.6684 2.9893 -0.01 0.01 -0.02
C -2.9876 4.6608 3.7859 0.01 0.01 0.02
C -2.3351 5.8861 3.9437 -0.03 0.00 0.01
C -1.1424 6.1374 3.2907 0.02 -0.01 -0.02
C -0.5997 5.1381 2.4901 0.00 0.06 0.04
S 0.8364 5.1618 1.5170 -0.08 0.02 0.06
H -2.9672 2.7295 2.8441 0.01 0.00 -0.01
H -3.9331 4.4932 4.2858 0.00 0.00 0.00
H -2.7738 6.6508 4.5706 0.00 0.00 0.00
H -0.6473 7.0938 3.3952 0.00 0.00 0.00
N 0.9038 -0.0395 4.3840 -0.15 0.11 -0.05
C 1.3213 0.6084 3.0432 0.18 0.06 -0.09
H 1.6500 -0.2224 5.0582 -0.01 0.01 0.00
C -2.0110 4.5507 -1.5849 0.00 0.02 0.00
C -2.6375 3.3914 -2.3473 0.00 -0.01 0.01
N -3.4254 2.5110 -1.4873 0.09 -0.06 -0.03
C -4.8674 2.7381 -1.4847 0.00 0.03 0.02
C -5.5818 2.0219 -2.6219 -0.01 -0.01 -0.02
C -2.8247 1.5279 -0.7761 -0.07 0.14 -0.05
C -3.7053 0.6618 0.0828 0.00 -0.05 0.04
N -1.5560 1.2894 -0.7710 -0.05 -0.28 -0.01
H -1.4661 5.2055 -2.2653 0.00 -0.01 0.00
H -1.3139 4.1925 -0.8280 0.00 -0.01 0.02
H -2.7804 5.1412 -1.0845 0.00 0.00 -0.01
H -1.8719 2.8061 -2.8639 0.00 -0.01 0.00
H -3.3049 3.7609 -3.1267 -0.01 0.01 0.01
H -5.0219 3.8160 -1.5621 -0.02 0.00 0.01
H -5.2838 2.4442 -0.5236 0.00 0.00 -0.01
H -5.1966 2.3422 -3.5907 0.01 0.00 0.00
H -6.6506 2.2365 -2.5981 0.00 0.00 0.00
H -5.4489 0.9412 -2.5498 0.00 0.00 0.00
H -4.1617 1.2489 0.8811 0.00 0.00 0.00
H -3.1010 -0.1207 0.5375 0.01 0.00 -0.02
H -4.5047 0.1918 -0.4904 -0.01 0.02 0.01
H -1.0208 1.9593 -1.3183 0.02 0.04 0.03

---

Number 1: HOMO-LUMO gap 9.1 eV. Number 2: HOMO-LUMO gap 10.2 eV. Number 3: HOMO-LUMO gap 6.7 eV.